1.
Below is an isolated molecule of C18H27N3O3S, with properties calculated with wB97M-V/def2-TZVPD.

Results
HOMO-LUMO gap	9.57	eV
DFT total energy	-40552.6898	eV
LUMO	0.7	eV
ΔE to the lowest compared entry with this formula, charge and spin	1.181	eV
structure (SMILES)	Cc1cccc(C(=O)N2CCN(S(=O)(=O)N3CCCCCC3)CC2)c1

```
52
Properties=species:S:1:pos:R:3:forces:R:3
C 5.696 1.637 0.456 0.010 0.079 0.024
H 0.938 2.217 0.629 0.141 0.015 -0.034
C 0.332 -0.091 1.779 -0.163 -0.302 0.244
C -4.064 -1.104 -1.682 -0.198 0.322 0.067
C -3.682 0.364 -1.508 0.087 -0.447 -0.699
C 3.931 0.025 0.654 0.330 -0.021 0.023
C 5.784 -0.395 -0.839 -0.004 0.033 0.032
H -1.620 -0.762 1.124 0.045 -0.257 0.090
H 0.243 1.590 -1.651 0.211 -0.092 -0.079
O -1.778 2.044 1.303 -0.164 -0.109 0.199
H 7.266 1.146 -0.908 0.101 0.021 -0.042
C 2.680 -0.467 1.308 -0.023 0.086 0.073
H -0.253 -1.534 0.274 -0.073 0.035 0.037
H 2.368 1.623 -0.262 -0.167 0.039 0.051
C -4.333 0.884 0.804 -0.264 0.087 0.659
H 4.149 -1.744 -0.517 -0.029 -0.134 -0.003
C 6.464 -1.267 -1.850 -0.040 0.034 -0.061
H -4.419 -1.237 -2.706 0.059 -0.015 -0.057
N 1.583 0.322 1.174 -0.098 0.077 0.133
O -1.786 2.519 -1.106 0.058 -0.011 -0.123
H -6.000 -0.902 -0.743 -0.168 0.015 -0.050
H -5.178 -2.459 1.260 0.098 -0.033 0.016
H 6.141 2.578 0.743 0.040 0.072 0.032
C -4.730 -0.396 1.556 0.139 0.023 -0.186
O 2.666 -1.493 1.964 0.117 -0.249 -0.017
C -5.141 -1.573 -0.704 0.280 -0.215 -0.020
H -5.481 -2.560 -1.027 -0.083 0.057 -0.008
C 0.474 0.807 -0.930 0.415 0.541 -0.128
H -2.835 0.608 -2.150 -0.221 -0.067 -0.197
H 6.102 -1.028 -2.851 0.034 -0.049 -0.081
N -3.274 0.668 -0.156 0.750 0.567 0.279
C -4.621 -1.682 0.732 -0.232 0.120 0.073
N -0.786 0.353 -0.380 -0.764 0.671 -0.096
C 6.330 0.829 -0.471 -0.033 -0.041 0.013
S -1.893 1.565 -0.043 -0.124 -0.598 -0.380
C 4.585 -0.789 -0.261 -0.077 0.117 0.084
H -5.758 -0.269 1.901 -0.011 0.007 0.084
C -0.630 -0.599 0.701 0.088 -0.213 0.538
H -4.526 1.005 -1.796 0.112 0.022 0.042
H -3.578 -2.000 0.694 0.029 -0.095 0.034
H -3.974 1.626 1.518 -0.264 -0.021 -0.005
H -3.173 -1.721 -1.551 0.062 -0.051 -0.044
H -4.099 -0.506 2.440 -0.035 0.045 0.094
H 6.256 -2.316 -1.658 0.031 -0.085 -0.029
H -5.205 1.302 0.287 0.125 0.001 -0.021
H 7.540 -1.110 -1.836 0.073 -0.040 -0.034
H -0.116 0.769 2.284 0.097 -0.138 0.003
C 4.496 1.242 1.020 -0.068 -0.123 -0.017
C 1.406 1.341 0.167 -0.020 0.068 -0.529
H 4.004 1.864 1.753 -0.064 0.077 0.062
H 0.945 -0.040 -1.441 -0.046 0.047 0.027
H 0.554 -0.882 2.498 -0.098 0.126 -0.074
```
Forces are in eV/Å.

Löwdin atomic charge list, values in e, 2 entries: -0.069, 0.133

***

2.
Below is C52H38CuFIN4OP as an isolated structure, with properties calculated with wB97M-V/def2-TZVPD.

Results
net charge	-1
HOMO-LUMO gap (spin up / spin down)	4.00 / 5.44	eV
DFT total energy	-127291.2226	eV
LUMO (spin up / spin down)	1.4 / 1.4	eV
multiplicity	2

```
99
Properties=species:S:1:pos:R:3:forces:R:3
H -0.144 -1.758 6.513 0.009 0.022 -0.136
H 1.889 0.098 0.670 0.049 0.077 -0.043
H 3.381 3.460 0.497 -0.007 0.038 -0.128
C -3.403 -3.832 -0.154 0.586 0.513 -0.238
H -1.211 -1.849 4.174 -0.033 0.018 0.006
C 4.464 -3.183 2.045 0.143 -0.047 0.108
H -1.547 2.291 4.296 -0.065 -0.066 0.025
C 2.768 7.611 0.380 0.114 0.009 -0.171
C 3.932 -3.252 3.321 0.099 -0.046 0.072
C -3.754 -5.084 0.350 0.204 -0.754 0.214
C 1.970 6.558 0.736 0.045 0.051 0.159
C -0.339 1.422 5.877 -0.144 0.229 -0.269
C -1.305 0.311 2.857 -0.150 -0.098 -0.823
C 1.764 -2.777 2.427 -0.042 0.069 -0.047
H 3.300 -0.821 -0.981 0.010 0.153 0.100
C 4.108 2.956 3.735 -0.103 0.003 0.027
N -1.532 0.210 4.133 -0.125 0.012 0.556
H -4.791 -5.311 0.559 -0.019 0.009 -0.030
H 2.324 -4.958 -0.171 0.062 0.070 0.041
C -6.151 3.886 1.741 0.075 -0.063 0.024
C -2.084 -3.531 -0.418 -0.640 0.672 -0.197
C 1.270 -5.170 -0.069 -0.425 0.744 -0.254
C -2.680 3.211 0.704 -0.449 -0.297 0.043
C 3.962 8.872 -1.328 0.477 0.703 -0.278
C -0.449 -6.748 0.437 0.428 0.020 -0.077
C -4.058 3.124 0.795 0.692 0.098 -0.069
C -4.782 3.888 1.741 -0.268 0.138 0.298
H -2.276 -1.214 5.450 0.063 0.024 -0.090
C -0.176 -0.901 5.835 -0.117 -0.203 -0.176
C 3.491 -2.226 -4.043 0.014 -0.110 -0.090
C 2.812 6.803 -1.907 0.157 0.178 0.095
O -0.300 0.242 6.651 -0.080 -0.106 0.179
H -6.702 1.737 -0.839 0.014 -0.074 -0.003
C 3.069 -1.481 -1.804 -0.071 0.017 0.059
C 2.034 -2.406 -1.677 -0.234 0.042 0.007
C -0.208 3.748 0.302 -0.454 0.466 -0.102
C 1.550 5.611 -0.227 -0.264 0.044 0.076
N 4.577 9.793 -1.648 0.104 0.087 -0.015
H -4.241 4.498 2.452 0.023 0.034 -0.027
C -1.557 1.416 4.947 0.195 0.427 0.517
H 0.582 1.511 5.282 -0.062 0.043 0.017
H 2.301 1.457 -0.409 -0.067 0.029 -0.057
C 1.896 1.191 0.570 -0.051 -0.509 -0.365
C -8.260 3.050 0.850 -0.891 -0.066 0.057
C 1.726 -3.223 -2.759 -0.009 -0.063 0.123
H -4.172 -3.105 -0.371 -0.024 0.049 -0.060
H -0.394 2.253 6.584 -0.006 -0.032 -0.128
C 0.624 4.638 0.092 0.193 -0.416 -0.019
C 2.575 -3.036 3.514 0.012 -0.086 0.143
C 0.876 -6.474 0.208 -0.585 -0.610 0.191
H 4.643 4.485 2.343 0.113 0.140 0.005
C -1.036 -4.426 -0.114 0.149 -0.456 0.094
H 4.051 -2.165 -4.964 0.089 0.036 -0.069
H -6.700 4.501 2.442 0.005 -0.035 0.052
H 4.574 -3.479 4.160 0.036 0.037 0.096
C -1.453 3.225 0.547 0.345 0.424 0.026
I -1.746 -1.756 -1.530 -0.525 -0.265 0.017
C -6.863 3.097 0.818 0.726 0.047 -0.057
C 3.191 7.764 -0.953 -0.498 -0.740 0.264
C 0.354 -4.135 -0.193 0.557 -0.422 -0.030
C 3.401 1.791 3.969 0.234 0.273 0.264
H 5.522 -3.351 1.886 0.045 0.032 0.043
H 0.700 -2.613 2.560 -0.049 0.027 0.061
H 3.082 8.337 1.117 -0.020 0.035 0.037
H 0.766 -0.856 5.267 -0.057 -0.004 -0.017
H 3.410 1.345 4.955 0.058 -0.012 0.056
H 1.615 -7.259 0.282 0.065 -0.041 0.041
C 2.690 1.223 2.932 -0.022 -0.016 -0.247
C 3.651 -2.915 0.960 -0.127 0.002 -0.105
C 2.676 1.790 1.647 -0.106 0.128 0.134
H 4.618 -0.701 -3.054 0.034 0.092 0.021
C -1.364 -1.025 4.872 0.314 -0.361 0.420
H 2.199 -3.780 -4.763 0.005 -0.010 -0.060
C -6.149 2.327 -0.121 0.048 0.013 0.036
N -9.411 2.981 0.894 -0.130 0.046 -0.028
C -1.427 -5.746 0.286 0.004 0.260 -0.065
P 1.015 -2.407 -0.160 0.571 -0.079 0.296
H 4.087 -2.859 -0.027 0.004 -0.054 -0.052
H 3.161 6.917 -2.924 -0.028 -0.022 -0.064
C -2.786 -6.043 0.514 -0.426 0.231 -0.002
H -0.773 -7.738 0.728 0.011 -0.090 -0.004
H -3.054 -7.048 0.811 0.003 -0.021 0.067
H -4.229 1.742 -0.844 -0.004 -0.016 -0.065
H 2.153 -3.078 4.511 0.011 -0.002 0.013
C 3.803 -1.406 -2.972 0.082 0.054 -0.121
C -4.782 2.335 -0.130 -0.292 -0.147 -0.248
F 4.813 3.523 4.762 -0.046 -0.036 -0.093
C 4.102 3.565 2.494 0.141 0.037 0.448
H 1.711 5.012 -2.285 -0.012 -0.013 -0.075
Cu -0.047 1.693 0.751 0.780 0.295 -0.379
H -2.474 1.413 5.547 0.061 0.038 -0.093
C 2.015 5.748 -1.555 0.114 -0.038 -0.097
H 2.140 0.304 3.105 -0.015 -0.062 -0.035
N -1.185 0.467 1.715 -0.361 -0.604 0.509
H 0.922 -3.942 -2.676 -0.032 -0.015 -0.036
C 2.452 -3.134 -3.932 -0.009 -0.042 -0.181
C 3.391 2.984 1.466 -0.137 -0.272 -0.014
C 2.286 -2.732 1.136 -0.090 0.190 -0.023
H 1.634 6.446 1.758 0.001 -0.010 0.008
```
Forces are in eV/Å.

Löwdin atomic charge list, values in e, 2 entries: 0.128, -0.012

***

3.
Below is an isolated ion of composition C3H7NOS and charge -2, with properties calculated with wB97M-V/def2-TZVPD.

Results
net charge	-2
HOMO-LUMO gap	5.59	eV
DFT total energy	-17594.1586	eV
LUMO	6.1	eV
ΔE to the lowest compared entry with this formula, charge and spin	0.772	eV
structure (SMILES)	[O-]CNCC[S-]

```
13
Properties=species:S:1:pos:R:3:forces:R:3
C -0.436 0.731 0.300 0.236 -0.996 -1.790
H 2.365 -1.227 0.879 -0.003 0.480 -0.208
H -1.782 -0.265 -1.096 0.150 -0.334 -0.005
N 0.562 -0.371 0.186 -1.288 -1.708 -0.630
H -0.508 1.115 1.314 0.165 0.519 -0.122
H 0.192 -0.892 -0.608 0.271 -0.349 0.195
S -3.240 1.309 -0.026 -0.078 0.194 0.032
H 2.442 0.447 0.178 0.781 0.269 -0.087
H -0.305 1.453 -0.530 0.267 0.681 0.853
H -2.028 -0.656 0.666 -0.004 -0.141 -0.541
C -1.844 0.128 -0.085 0.491 0.502 1.327
O 2.479 -1.179 -1.146 -0.329 0.321 -0.285
C 2.104 -0.594 -0.031 -0.659 0.563 1.262
```
Forces are in eV/Å.

Löwdin atomic charge list, values in e, 2 entries: -0.355, 0.050

***

4.
Below is a 2-piece molecular cluster, C4H13N2O overall, with properties calculated with wB97M-V/def2-TZVPD.

Results
net charge	+1
HOMO-LUMO gap	10.09	eV
DFT total energy	-9378.4926	eV
LUMO	-3.5	eV
ΔE to the lowest compared entry with this formula, charge and spin	3.091	eV

```
20
Properties=species:S:1:pos:R:3:forces:R:3
C 0.504 0.279 0.175 1.702 -0.941 0.888
H 3.515 0.985 -1.288 -0.317 -0.001 -0.049
H 3.182 -0.656 -1.451 -0.481 -0.310 1.492
H 2.468 0.505 1.085 -0.004 -0.229 0.019
H -0.628 1.930 0.481 -0.218 -0.226 -0.515
C 0.078 -0.879 -0.369 -0.166 2.031 0.806
H -0.954 -1.865 1.123 -0.019 0.422 0.301
O -3.836 0.011 0.173 0.929 -0.994 -0.299
H -3.792 -0.960 0.135 -0.686 0.476 -0.140
C 1.977 0.676 0.130 -1.879 1.182 -1.388
H -1.829 -1.980 -0.218 1.103 -0.375 -0.745
H 2.022 0.405 -2.004 -0.122 0.505 0.175
H 0.003 1.476 1.841 0.741 -0.505 0.150
H -1.860 -0.589 0.400 0.879 0.527 0.859
H 1.804 1.769 0.010 0.913 -0.324 0.390
C 2.683 0.280 -1.140 1.462 0.125 -1.857
H 0.595 -1.296 -1.217 -0.286 -0.976 0.345
N -0.330 1.092 0.968 -1.233 0.016 0.327
H -4.433 0.177 0.898 -0.384 0.299 0.432
N -1.167 -1.357 0.266 -1.936 -0.701 -1.190
```
Forces are in eV/Å.

Löwdin atomic charge list, values in e, 2 entries: -0.316, 0.085

***

5.
Below is C5H12AlBClNO5P2 as an isolated structure, with properties calculated with wB97M-V/def2-TZVPD.

Results
net charge	+2
HOMO-LUMO gap	3.98	eV
DFT total energy	-55463.4171	eV
LUMO	-10.5	eV

```
28
Properties=species:S:1:pos:R:3:forces:R:3
H -1.854 -1.241 2.484 -0.081 -0.343 0.327
H 2.507 1.755 0.920 0.178 0.643 -0.280
C 2.552 0.895 1.557 -0.528 -0.482 -0.181
C -0.473 0.066 -1.168 -0.907 -1.381 1.205
O 0.576 2.020 -1.731 2.836 -0.559 2.003
C 1.510 -0.151 1.074 1.737 1.155 -0.084
P 1.280 -0.003 -0.732 -1.703 0.572 0.007
H 1.863 -1.168 1.323 -0.771 0.015 -0.367
N -1.357 0.403 -0.046 -0.281 -1.005 -0.646
H 1.534 -2.349 -1.065 -0.231 -0.308 0.439
H 2.978 -1.470 -1.656 0.599 -0.148 -0.109
H 3.577 0.543 1.549 0.464 -0.070 -0.083
Al 3.869 -2.026 1.665 0.649 -0.331 0.307
O -0.815 1.251 -3.222 -0.188 -0.011 -0.146
B -2.063 -0.777 0.577 0.720 0.110 0.327
H -0.824 -0.823 -1.671 0.033 -0.465 -0.234
H -3.818 -1.562 0.695 -0.255 -0.706 -0.051
C -0.295 1.163 -2.150 -1.332 0.133 -2.045
H 1.485 -1.463 -2.560 -0.098 -0.035 -0.663
O -3.194 -1.225 0.050 -0.663 0.715 -0.273
O -1.434 -1.381 1.633 0.476 0.294 0.403
Cl -3.739 1.248 -1.717 -0.514 -0.353 -0.290
H 0.608 0.048 1.613 -0.941 -0.188 -0.124
O -3.043 1.925 0.968 -0.513 -0.154 1.096
C 1.909 -1.474 -1.573 0.308 0.971 -0.207
H -3.329 2.843 1.049 -0.273 0.100 0.341
H 2.303 1.218 2.545 0.015 0.123 0.681
P -2.314 1.732 -0.410 1.263 1.707 -1.354
```
Forces are in eV/Å.

Löwdin atomic charge list, values in e, 2 entries: 0.128, 0.079

***

6.
Below is a 7-piece molecular cluster, H14O6S2 overall, with properties calculated with wB97M-V/def2-TZVPD.

Results
HOMO-LUMO gap	9.20	eV
DFT total energy	-34181.7855	eV
LUMO	-0.1	eV
ΔE to the lowest compared entry with this formula, charge and spin	1.837	eV
structure (SMILES)	SS.O.O.O.O.O.O

```
22
Properties=species:S:1:pos:R:3:forces:R:3
H -2.754 0.895 1.222 0.517 -0.080 0.647
H 0.298 -1.616 -1.061 0.302 -0.212 -0.622
H -0.736 -1.270 2.678 0.092 0.326 0.166
H -1.828 1.444 -0.379 0.472 0.593 -0.411
S 2.144 1.358 -0.282 0.197 1.395 -0.788
H 1.527 2.407 0.289 -0.278 -0.581 0.469
O 1.629 -1.210 -2.275 -0.271 0.239 0.139
H -3.980 0.730 0.445 -0.557 -0.237 -0.484
H 1.657 -0.870 1.797 -0.352 -0.262 -0.528
H 2.474 3.464 -1.971 0.210 -0.238 0.137
O -1.154 1.940 0.100 2.634 0.822 -0.086
H 1.262 -0.860 -3.094 0.039 -0.080 -0.140
H 1.141 -2.181 1.021 0.049 0.894 0.012
H -0.384 -2.908 -0.517 -0.028 -0.391 -0.379
H -0.913 -1.122 1.200 -0.132 0.624 0.369
O 1.550 -1.826 1.823 0.524 -0.657 0.734
O -1.057 -0.622 2.038 -0.163 -0.567 -0.617
O -0.261 -1.975 -0.365 -0.479 0.209 0.817
S 1.807 2.311 -2.154 -0.018 -0.427 0.198
O -3.059 0.963 0.323 -3.598 -1.485 0.477
H 1.693 -0.422 -1.712 0.207 -0.113 -0.058
H -1.056 1.373 0.874 0.633 0.229 -0.053
```
Forces are in eV/Å.

Löwdin atomic charge list, values in e, 2 entries: 0.043, 0.007

***

Question: Among the records above, which one has the highest DFT total energy?
Answer: C4H13N2O